# 1
Here is one molecule with the formula C8H7BrN2S at a distorted geometry from the Open Molecules 2025 dataset. Energies are from the ωB97M-V functional and the def2-TZVPD basis.

Computed properties:
- total energy (eV) = -92265.4594
- charge = 0
- LUMO level (eV) = -0.300
- M (u) = 243.13
- energy relative to the best compared isomer or geometry (same formula, charge and spin) (kcal per mole) = 0.0
- HOMO-LUMO gap (eV) = 8.48

Cartesian coordinates (Å):
Br -0.4317 1.9350 2.1775
C -0.1700 0.1752 1.0573
C 1.1810 0.1807 0.5615
C 1.7020 0.9898 -0.3896
C 2.9859 0.5412 -0.7739
C 3.4390 -0.5247 -0.0897
S 2.3139 -1.0139 1.0676
N -1.4198 -0.0447 0.1632
C -2.3213 -0.9617 0.4649
C -3.2983 -1.0295 -0.5137
N -3.0192 -0.0384 -1.4468
C -1.9356 0.5466 -0.9819
H -0.2223 -0.6145 1.8809
H 1.4116 1.9879 -0.5938
H 3.3971 0.7862 -1.7250
H 4.3764 -1.0159 -0.0960
H -2.3508 -1.4856 1.4614
H -4.1762 -1.5588 -0.5703
H -1.4619 1.1452 -1.6535

Charges obtained by natural (NBO) population analysis, quoted in units of e:
1 Br -0.07
2 C 0.01
3 C -0.31
4 C -0.21
5 C -0.24
6 C -0.41
7 S 0.49
8 N -0.38
9 C -0.08
10 C -0.11
11 N -0.42
12 C 0.14
13 H 0.25
14 H 0.24
15 H 0.23
16 H 0.24
17 H 0.22
18 H 0.21
19 H 0.20



# 2
Here is a 3-piece molecular cluster, C8H7Cl3Si overall at a distorted geometry from the Open Molecules 2025 dataset. Energies are from the ωB97M-V functional and the def2-TZVPD basis.

Computed properties:
- total energy (eV) = -53853.6466
- charge = 0
- LUMO level (eV) = -0.820
- M (u) = 237.59
- energy relative to the best compared isomer or geometry (same formula, charge and spin) (kcal per mole) = 90.4
- HOMO-LUMO gap (eV) = 8.22

Cartesian coordinates (Å):
C 2.4796 -0.8159 1.5496
C 2.3138 -1.5623 0.4003
C 1.6310 0.1906 1.8582
C 1.3994 -1.0181 -0.5183
C 0.6850 0.7713 0.9932
C 0.6599 0.1165 -0.2578
C -0.1780 1.7257 -2.1107
C 0.0557 0.8067 -1.3316
Si -3.5441 0.1389 -0.5437
Cl -5.2630 1.1719 -1.1396
Cl -4.1223 -1.7209 -1.0135
Cl -3.4822 0.3934 1.3981
H 3.3066 -0.9550 2.1563
H 3.0478 -2.3274 -0.0240
H 1.7362 0.5792 2.8265
H 1.4166 -1.2762 -1.5374
H 0.0859 1.7047 1.0449
H -0.5763 2.2609 -2.9734
H -1.6515 -0.1839 -0.7773

Charges obtained by natural (NBO) population analysis, quoted in units of e:
1 C -0.21
2 C -0.19
3 C -0.20
4 C -0.18
5 C -0.16
6 C -0.15
7 C -0.21
8 C -0.04
9 Si 1.13
10 Cl -0.34
11 Cl -0.38
12 Cl -0.36
13 H 0.21
14 H 0.23
15 H 0.21
16 H 0.22
17 H 0.24
18 H 0.25
19 H -0.06



# 3
Here is an isolated ion of composition C8H7ClNO4S and charge -1 at a distorted geometry from the Open Molecules 2025 dataset. Energies are from the ωB97M-V functional and the def2-TZVPD basis.

Computed properties:
- total energy (eV) = -41447.6714
- charge = -1
- LUMO level (eV) = 3.184
- M (u) = 248.67
- energy relative to the best compared isomer or geometry (same formula, charge and spin) (kcal per mole) = 10.4
- HOMO-LUMO gap (eV) = 8.54

Cartesian coordinates (Å):
O -0.3341 3.4715 -0.7603
C -0.7632 2.6556 0.0360
O -0.8614 2.5869 1.2426
N -1.4199 1.4526 -0.6652
C -2.2291 0.6711 0.0270
Cl -3.9199 0.5237 -0.3954
S -1.6023 -1.1764 0.2605
O -1.8735 -1.5834 1.6639
O -2.1446 -2.1325 -0.7439
C 0.1830 -1.0581 0.0434
C 0.9018 -0.9014 1.2252
C 2.3070 -0.8060 1.1136
C 2.9026 -0.6530 -0.0940
C 2.0980 -0.6200 -1.3224
C 0.6918 -0.9707 -1.2146
H -1.7639 1.7783 -1.5281
H -2.0757 0.8294 1.3421
H 0.3639 -1.1061 2.1191
H 2.9700 -0.7657 2.0451
H 3.9622 -0.4463 -0.0732
H 2.5167 -0.5280 -2.3031
H 0.0906 -1.2214 -2.0183

Charges obtained by natural (NBO) population analysis, quoted in units of e:
1 O -0.74
2 C 0.89
3 O -0.74
4 N -0.76
5 C -0.19
6 Cl -0.03
7 S 1.99
8 O -0.97
9 O -0.96
10 C -0.29
11 C -0.17
12 C -0.22
13 C -0.21
14 C -0.19
15 C -0.18
16 H 0.39
17 H 0.29
18 H 0.25
19 H 0.21
20 H 0.21
21 H 0.21
22 H 0.23



Q: Number 3 is which compound?
A: C8H7ClNO4S